Below is a molecular structure, C20H45B3Br2O12P2 in a non-equilibrium geometry, with properties calculated with ωB97M-V with the def2-TZVPD basis set.

Geometry as XYZ:
```
84
Properties=species:S:1:pos:R:3:forces:R:3
C 4.454807 -3.090238 -0.544570 -0.1313 -0.2672 0.8623
O 4.381770 -1.681096 -0.439926 -0.1537 -0.1401 -0.7739
C 5.185081 -1.025883 -1.432036 0.6209 -0.5543 0.4311
C 6.542182 -0.605002 -0.807897 0.1586 0.6963 -1.0484
C 6.587855 0.845676 -0.262735 -0.1302 -0.5090 0.9422
C 5.391134 1.207796 0.685342 0.9546 0.4121 0.2430
C 5.121001 2.747349 0.704229 -0.1897 -0.0028 -0.0164
C 3.631362 3.153670 0.525246 0.0699 0.1838 0.1406
C 2.867567 2.349948 -0.571258 0.4151 0.1844 0.2630
C 1.888589 3.192578 -1.434799 -0.4972 -0.3707 0.2231
C 0.384712 2.944741 -1.115864 0.0605 0.0747 -1.1870
C -0.096216 1.583919 -1.726284 -0.6412 0.0525 0.4945
B -1.685201 1.507842 -1.724146 1.9649 -0.0525 0.1010
O -2.395891 2.390666 -2.534406 -1.0855 -1.3985 0.4825
B -3.754372 2.066929 -2.569591 0.5075 1.0504 0.2865
O -4.362705 1.749384 -1.350545 0.7636 -0.7855 -0.6153
B -3.583800 0.936519 -0.540902 0.2982 -0.5368 1.1336
C -4.111462 0.405842 0.865362 -0.2772 0.0682 0.2387
Br -2.979313 0.581034 2.437294 -0.1150 0.1366 -1.2576
C -5.308354 -0.177480 0.974868 0.1842 0.0987 0.2775
C -6.279017 -0.390027 -0.180116 -0.6130 -0.0531 0.6848
Br -5.866954 -0.832096 2.726841 -0.1943 0.0609 -1.0246
O -2.291925 0.543382 -0.896565 -1.2798 1.6260 -0.5361
H 4.193576 -3.470540 -1.549267 0.1841 0.2568 0.2714
H 5.455341 -3.459289 -0.231955 -0.3529 0.0895 -0.3638
H 3.725768 -3.498617 0.180373 0.3141 0.1891 -0.3784
H 5.407159 -1.739458 -2.253587 -0.3216 0.3675 0.2734
H 4.592708 -0.191275 -1.841920 0.3706 -0.1519 0.2149
H 7.301586 -0.661621 -1.618321 -0.2624 -0.0603 0.4487
H 6.848918 -1.345062 -0.050425 -0.3164 0.2747 -0.1727
H 7.497487 0.918977 0.367529 -0.2495 0.1303 -0.4795
H 6.721522 1.593365 -1.065218 -0.3444 -0.4488 0.1394
H 4.496764 0.594124 0.501491 0.2996 0.3813 -0.1538
H 5.742420 0.942151 1.702692 -0.4312 -0.1048 -0.4309
H 5.506180 3.146286 1.662956 -0.3004 -0.0252 -0.4387
H 5.715050 3.268386 -0.075258 -0.2595 -0.4611 0.2127
H 3.124261 3.052693 1.503662 0.0647 0.0150 -0.4625
H 3.593030 4.231860 0.267433 0.0511 -0.4850 0.1821
H 2.354662 1.512447 -0.058895 0.0319 0.3417 -0.4759
H 3.608922 1.875438 -1.242246 -0.2530 0.2459 0.2799
H 2.045485 2.898970 -2.491074 -0.1743 0.3342 0.4054
H 2.067651 4.282281 -1.362748 0.2580 -0.5292 0.0896
H -0.192787 3.741794 -1.629831 0.2462 -0.2885 0.3227
H 0.147576 3.032614 -0.040411 0.2452 -0.2149 -0.3560
H 0.212924 1.498598 -2.788697 0.1506 0.1377 0.5446
H 0.309356 0.738146 -1.138995 -0.0542 0.3146 -0.4281
H -4.323020 2.106104 -3.610456 -0.2372 0.0241 0.1837
H -6.081612 -1.348907 -0.690874 -0.1043 0.3864 0.2294
H -6.280159 0.438944 -0.903987 0.3370 -0.3574 0.3343
H -7.297857 -0.419822 0.248353 0.4389 -0.1667 -0.3170
C -3.219866 -0.384931 5.838298 -0.2439 -0.5247 -0.2262
O -2.528576 0.350432 6.846231 1.1998 1.8623 2.8953
P -0.873508 0.102585 6.975005 0.8135 -4.2558 -6.6934
O -0.484002 0.421373 5.567533 -0.0522 0.4946 1.0642
O -1.057665 -1.516374 7.214937 -0.0847 0.4889 0.8557
C -1.851951 -1.979971 8.309157 0.0175 -0.1769 -0.0801
O 0.707539 0.045449 7.584589 -2.1268 2.0724 1.8898
C 0.861497 0.163726 9.007661 0.1383 -0.1900 0.1498
H -3.719480 0.324015 5.180761 0.0958 0.0879 0.1025
H -2.562140 -1.019974 5.249432 0.0895 0.1283 0.0312
H -3.974827 -1.010320 6.320940 0.0449 0.0473 0.0622
H -2.582769 -2.693658 7.928794 -0.0071 0.0112 0.0241
H -2.381341 -1.165621 8.806264 -0.0774 -0.0590 -0.0224
H -1.210046 -2.484693 9.032958 -0.0055 -0.0067 -0.0229
H 0.413194 -0.693566 9.517179 0.0239 0.0264 0.0306
H 0.404075 1.086456 9.368284 0.1231 -0.0112 0.1109
H 1.925165 0.188599 9.234850 -0.0198 -0.0148 -0.1191
C -2.271816 -0.978865 -3.626218 -0.4461 0.1325 0.2589
O -1.712041 -1.790198 -4.651239 1.3821 -2.4810 -2.1237
P -2.099862 -1.396874 -6.239217 -3.5381 6.9486 1.4912
O -1.657545 0.029938 -6.235366 0.3666 -1.0729 -0.2862
O -3.716223 -1.544477 -5.957863 0.4010 -0.8765 -0.1851
C -4.235563 -2.784107 -5.469258 -0.1643 0.0887 0.0163
O -2.348309 -1.499069 -7.912805 2.0034 -2.6149 1.2767
C -2.402264 -2.815839 -8.485129 -0.2159 -0.0962 -0.1632
H -1.456455 -0.567058 -3.034998 0.1319 -0.1487 -0.1628
H -2.886449 -0.167125 -4.013654 0.1210 -0.0227 -0.1656
H -2.887754 -1.610954 -2.981774 0.0704 -0.0297 -0.0020
H -4.842329 -2.581858 -4.586471 0.0056 -0.0270 -0.0014
H -3.442897 -3.483206 -5.198469 -0.0506 0.0025 0.0865
H -4.867220 -3.237526 -6.234554 -0.0048 0.0230 0.0149
H -3.273326 -3.362690 -8.114247 0.0200 -0.0220 -0.0350
H -1.492694 -3.372527 -8.254425 -0.0322 -0.0644 -0.1477
H -2.486309 -2.715129 -9.565053 0.0000 0.1112 0.0561
```
Positions in Å, forces in eV/Å.

## Properties
Net charge: 0
Total energy (hartree): -7597.35820



Below is a gas-phase ion, C18H37N4O11 (charge +1), with properties calculated with ωB97M-V with the def2-TZVPD basis set.

Geometry as XYZ:
```
70
Properties=species:S:1:pos:R:3:forces:R:3
N 0.241407 -2.793519 -3.122185 0.0306 -0.0136 -0.1280
C 0.703555 -2.195878 -1.882801 0.3665 -0.2187 0.2293
C 2.219927 -1.940819 -1.787591 -0.5119 0.0178 0.5525
O 2.668382 -1.063752 -2.777152 0.1308 0.2273 -0.3067
C 2.542583 -1.407082 -0.377095 0.5680 -0.1350 -0.3363
O 2.020686 -0.103374 -0.300847 -0.2161 0.0237 -0.1030
C 2.439243 0.638444 0.845987 0.2435 0.1548 0.4408
C 1.233727 1.260663 1.568342 -0.1780 -0.2488 -0.3571
O 1.622251 1.704785 2.835065 0.1126 0.2108 0.4162
C 0.570035 2.393109 0.744218 0.2595 -0.0770 -0.1602
O -0.793222 2.138473 0.428880 -0.2645 -0.1276 -0.0108
C -1.081393 1.047873 -0.380521 0.1113 0.0581 -0.7130
O -1.514737 -0.066682 0.380011 -0.2314 -0.0422 0.2071
C -2.672559 0.212861 1.157883 -0.4545 0.0637 0.0105
C -2.926981 -1.024533 2.015811 0.0676 0.8321 0.1196
N -2.805798 -2.239285 1.173141 0.1625 -0.1323 -0.1491
C -3.844808 0.555234 0.226996 0.4848 0.2201 -0.4008
O -4.988007 0.755231 1.006454 -0.1906 0.1125 0.1909
C -3.459019 1.792906 -0.595932 0.4958 -0.3894 0.0955
O -4.528312 2.081497 -1.457072 -0.1694 -0.0398 -0.1550
C -2.165325 1.489824 -1.380257 -0.1953 -0.2033 0.6268
O -1.742630 2.584126 -2.132573 -0.0095 0.1702 -0.1741
C 1.374246 2.768538 -0.507696 -0.0530 0.0087 0.2215
N 0.705316 3.886912 -1.149506 -0.0245 0.1806 -0.0913
C 2.827766 3.005655 -0.080475 -0.1723 -0.2802 -0.1752
C 3.477628 1.724601 0.481645 -0.0960 -0.2975 -0.3598
N 4.181676 2.075675 1.711005 0.2291 -0.0052 0.1403
O 2.059386 -2.246646 0.634083 -0.1246 -0.1658 0.0571
C 0.662600 -2.499780 0.609234 -0.4767 -0.2521 -0.0284
C 0.407856 -3.441317 1.800702 0.7150 0.4398 -0.1116
O -0.898009 -3.988015 1.827946 -0.2454 -0.3200 0.0083
C 0.257866 -3.114343 -0.738440 0.4844 0.4805 -0.0414
O -1.149264 -3.270740 -0.811238 -0.2334 -0.0965 0.0284
H 0.778584 -3.630479 -3.332200 -0.0079 0.0232 -0.0411
H 0.384869 -2.154175 -3.896119 -0.0753 -0.0523 -0.0007
H 0.183700 -1.236156 -1.770396 0.0374 -0.0878 0.0600
H 2.760985 -2.881691 -1.940494 -0.0596 0.0710 0.1152
H 2.407912 -0.166517 -2.532224 0.0002 -0.0401 0.0374
H 3.631554 -1.395822 -0.222796 -0.1859 0.0816 -0.0226
H 2.901585 -0.059914 1.554750 -0.0451 0.0905 -0.0400
H 0.477615 0.485108 1.737841 0.1169 0.0560 -0.1299
H 2.497736 2.127308 2.756915 0.0212 -0.0595 0.0352
H 0.500668 3.272518 1.395049 0.1923 -0.1044 -0.0470
H -0.193858 0.683624 -0.907687 -0.1101 0.0963 0.0794
H -2.489455 1.074510 1.810884 -0.0598 -0.1745 0.0314
H -3.920070 -0.942674 2.455501 0.0753 -0.1670 0.0072
H -2.180470 -1.071451 2.807920 -0.0362 -0.1234 -0.0331
H -2.167424 -2.974050 1.603295 -0.3789 0.2715 -0.2386
H -2.299594 -1.988450 0.300432 -0.2381 -0.2827 0.1660
H -3.713315 -2.640090 0.936490 0.1758 0.0160 -0.0171
H -4.013926 -0.273037 -0.486097 0.0986 0.0493 0.0338
H -5.605402 1.287955 0.487436 -0.0409 -0.0455 0.0475
H -3.269218 2.639145 0.082978 -0.0256 -0.1416 -0.0186
H -4.207289 2.689066 -2.135880 -0.0469 0.0592 0.0397
H -2.373640 0.674415 -2.087066 0.0414 0.0065 0.1729
H -1.128198 3.138952 -1.608502 0.0613 0.0337 -0.0585
H 1.359777 1.942619 -1.225900 -0.0223 0.0488 0.0908
H 0.692664 4.698443 -0.540343 0.0314 0.0454 -0.0435
H 1.174132 4.147310 -2.009796 -0.0339 0.0597 0.0233
H 3.404330 3.372913 -0.931178 -0.0193 0.0702 0.0406
H 2.842888 3.774286 0.696423 0.0050 0.0802 -0.0005
H 4.142080 1.287611 -0.284967 -0.1275 0.0757 0.1484
H 4.703948 1.285543 2.075313 0.0430 0.0396 -0.0123
H 4.844072 2.824454 1.539412 -0.0292 -0.0172 0.0700
H 0.105922 -1.560638 0.732086 0.0654 -0.1639 -0.0085
H 1.156786 -4.237662 1.771705 -0.0471 0.0099 0.0302
H 0.534462 -2.887332 2.731784 0.0466 -0.0668 -0.0414
H -0.983537 -4.604008 1.087583 -0.0609 0.0233 0.0643
H 0.749336 -4.094167 -0.853840 0.0131 0.0456 0.0238
H -1.336306 -3.328131 -1.764352 0.0105 0.0173 -0.1067
```
Positions in Å, forces in eV/Å.

## Properties
SMILES string: N[C@@H]1[C@@H](O)[C@@H](O[C@@H]2[C@@H](O)[C@H](O[C@H]3O[C@H](C[NH3+])[C@@H](O)[C@H](O)[C@H]3O)[C@@H](N)C[C@H]2N)O[C@H](CO)[C@H]1O
Net charge: +1
Energy relative to the best compared isomer or geometry (same formula, charge and spin) (eV): 0.244



Below is 8 unconnected molecules or ions with the total composition C7H28FN14O7 in a non-equilibrium geometry, with properties calculated with ωB97M-V with the def2-TZVPD basis set.

Geometry as XYZ:
```
57
Properties=species:S:1:pos:R:3:forces:R:3
F -0.003472 0.130092 -0.365150 0.0982 -0.2285 0.3386
C -3.144352 -0.674948 0.857810 -3.8036 -0.5780 2.3510
O -4.323112 -0.829448 1.232420 0.0659 -0.3822 0.1969
N -2.774152 0.185112 0.033190 0.2287 4.7978 -5.4872
N -2.121822 -1.246738 1.401210 3.6207 -3.8218 3.0543
H -1.812692 0.319992 -0.245190 0.4626 -0.3803 0.1912
H -3.413212 0.764832 -0.491810 -0.2123 -0.2107 -0.2021
H -1.205592 -1.106738 0.999930 0.1410 0.4547 0.0495
H -2.152022 -1.604068 2.345410 -0.2816 -0.2225 -0.2349
C 3.390908 0.487202 0.643530 -0.2882 -1.5117 1.4289
O 4.527568 0.630352 0.964320 2.9847 0.9749 -0.1826
N 2.946228 -0.631988 0.102680 1.0493 -3.9349 -1.9446
N 2.402418 1.160102 1.143390 -3.2411 3.5104 1.9219
H 2.066048 -0.946568 -0.279970 0.0610 0.7551 0.0074
H 3.757018 -1.207158 -0.075910 -0.4207 -0.5274 -0.4434
H 1.458158 0.853522 0.957670 -0.1423 0.5352 -0.4544
H 2.610808 1.888302 1.811520 -0.2199 0.1117 -0.3359
C -1.357022 2.849912 2.682000 1.7265 -2.7975 5.6333
O -0.830902 2.439332 3.789570 -0.4434 1.3999 -2.6604
N -1.206672 2.276452 1.559960 2.4414 -3.9353 -5.2429
N -2.251202 3.759582 2.595520 -2.9864 4.0997 1.5565
H -0.551092 1.519332 1.429220 -0.1257 0.0661 0.2939
H -1.831072 2.315552 0.767060 -0.0426 0.5681 0.3418
H -2.871692 3.803472 1.799800 0.1210 0.3568 0.4348
H -2.461972 4.187032 3.486000 -0.5527 0.1686 -0.4009
C 2.611308 0.065802 -3.305610 0.2538 3.1901 1.1934
O 3.486118 0.428262 -3.999730 4.0655 1.0504 -2.9539
N 2.071378 -1.072978 -3.368860 -2.2538 -8.4239 -1.6377
N 2.085428 0.825842 -2.386990 -2.1702 2.6815 2.8126
H 1.268138 -1.531188 -2.962700 0.0768 1.0597 0.3898
H 2.592978 -1.773198 -3.876520 -0.0068 0.3477 -0.3428
H 1.309578 0.435042 -1.871790 0.1440 0.5513 0.5893
H 2.574408 1.633462 -2.028170 -0.1893 -0.2025 -0.2991
C 0.562228 -3.736028 -0.798900 1.8506 -0.3003 2.1798
O 1.663788 -3.536178 -0.258590 -0.3219 -0.9211 -0.8522
N -0.144232 -4.873448 -0.880750 0.5110 -2.8779 0.7451
N -0.190822 -2.778308 -1.248680 -1.9442 3.0883 -1.4861
H -1.153712 -4.843698 -0.894300 0.3335 -0.1296 -0.3045
H 0.264858 -5.702898 -0.474860 -0.1411 0.1263 0.0648
H -1.149592 -2.955728 -0.985280 -0.1801 1.0895 -0.7558
H 0.165438 -1.837438 -1.337850 -0.5087 0.1841 0.7774
C 0.518218 -1.596028 3.503750 0.1857 -1.1142 -0.0174
O -0.182802 -2.286888 4.214890 -0.5642 0.2818 0.6487
N 0.946298 -2.096908 2.327540 0.5405 -0.7075 -2.5041
N 1.019828 -0.381438 3.644140 -0.4261 1.5981 1.4496
H 1.317718 -1.447518 1.648990 0.2743 -0.0291 -0.4587
H 0.850748 -3.033258 1.961160 -0.1422 -0.3217 0.4016
H 0.659528 0.178832 4.403330 0.0041 0.3239 -0.0339
H 1.379078 0.110722 2.838650 0.2065 0.1197 0.1708
C -2.148402 2.457102 -2.556490 -0.7491 -3.1243 2.6364
O -3.158072 2.074752 -2.009270 -1.6095 -0.4568 1.7935
N -0.904162 2.109772 -2.304390 2.3616 -0.9859 1.9444
N -2.123892 3.137012 -3.602770 -0.4861 4.8407 -6.3801
H -0.258022 2.446952 -3.003600 0.8038 -0.9873 1.1594
H -0.668152 1.516022 -1.522170 0.6120 -0.1130 -0.1289
H -1.171442 3.324552 -3.881630 -1.1352 0.8793 -1.2304
H -2.940872 3.416472 -4.126740 0.3640 0.0146 0.2181
```
Positions in Å, forces in eV/Å.

## Properties
Multiplicity: 2
Net charge: 0
Energy relative to the best compared isomer or geometry (same formula, charge and spin) (eV): 0.760